Density functional theory data (ωB97M-V/def2-TZVPD) for a 5-piece molecular cluster, C2H15NO4 overall in a non-equilibrium geometry.

Geometry (Å):
C  0.92370  -1.60383  0.34637
C  1.08498  -0.75216  -0.91206
N  -0.03973  0.28484  -0.91336
H  0.06844  -2.24644  0.33808
H  1.84786  -2.24844  0.62910
H  0.89325  -0.85487  1.14417
H  2.03873  -0.10611  -0.84943
H  0.96865  -1.46572  -1.81592
H  0.08224  0.83750  -1.77794
H  -0.95938  -0.23599  -0.89172
H  1.62226  2.24968  -4.06200
H  1.78416  2.82062  -2.58532
O  1.67037  2.01748  -3.09979
H  -0.40742  0.10460  3.55682
H  -0.63988  -0.85841  2.38500
O  -1.08194  -0.48845  3.15834
H  -3.00792  -1.02006  1.33508
H  -3.31452  -1.29728  -0.10944
O  -2.77862  -0.74468  0.47528
H  -0.99636  1.98626  1.34806
H  0.29856  1.65498  0.77066
O  -0.05745  1.96648  1.53004

Results
* HOMO: -9.263 eV
* SMILES: CCN.O.O.O.O


Density functional theory data (ωB97M-V/def2-TZVPD) for one molecule with the formula C3H3NS2 in a non-equilibrium geometry.

Geometry (Å):
C  -2.15453  -1.31343  0.02186
C  -0.87528  -0.95885  0.04403
C  1.49492  0.33509  -0.00620
N  -3.16003  -1.90229  -0.02164
S  -0.45947  2.61639  0.05272
S  -0.27525  0.62225  -0.14608
H  1.91585  1.15453  -0.42912
H  1.89321  -0.60060  -0.62475
H  1.62058  0.04690  1.10919

Results
* HOMO (spin up / spin down): -9.226 / -9.227 eV
* SMILES: CS(=S)#CC#N


Density functional theory data (ωB97M-V/def2-TZVPD) for C39H49N2O3PSSiSn as an isolated structure.

Geometry (Å):
Sn  0.35642  -1.96921  -0.65664
C  -2.68617  2.75877  -4.67253
C  -1.57930  1.95860  -4.93854
C  -1.28345  0.89197  -4.10750
C  -2.10909  0.61418  -3.01679
C  -3.21757  1.41175  -2.75085
C  -3.50408  2.48362  -3.58601
P  -1.68777  -0.77914  -1.96709
C  -2.77978  -0.79491  -0.51184
C  -3.98286  -1.50409  -0.47833
C  -4.73306  -1.53890  0.68550
C  -4.28504  -0.88679  1.82844
C  -3.08622  -0.18918  1.80750
C  -2.33112  -0.14299  0.64229
C  -2.23075  -2.22079  -2.87434
C  -3.23494  -2.14662  -3.80486
C  -3.68790  -3.29873  -4.47547
C  -3.12408  -4.50629  -4.19461
C  -2.05621  -4.61676  -3.27004
C  -1.44486  -5.87027  -3.03232
C  -0.41275  -6.00066  -2.15629
C  0.07411  -4.86625  -1.46944
C  -0.51876  -3.64193  -1.67110
C  -1.59725  -3.45810  -2.59068
H  -2.90985  3.59931  -5.31593
H  -0.94864  2.17094  -5.79134
H  -0.41755  0.27189  -4.31217
H  -3.86159  1.19151  -1.90795
H  -4.36975  3.10170  -3.38762
H  -4.33718  -2.02105  -1.36018
H  -5.66830  -2.08255  0.70322
H  -4.87328  -0.91922  2.73623
H  -2.74084  0.32270  2.69572
H  -1.41351  0.43370  0.62319
H  -3.70342  -1.19290  -4.01639
H  -4.47807  -3.21533  -5.20895
H  -3.48672  -5.40661  -4.67549
H  -1.80738  -6.73204  -3.57943
H  0.05191  -6.96169  -1.98255
H  0.90102  -4.99142  -0.80098
N  4.26628  -5.50000  3.00960
C  3.44356  -4.83905  2.18352
C  2.09652  -4.59694  2.52190
C  1.29926  -3.91138  1.65008
N  1.72875  -3.45217  0.45744
C  3.01571  -3.68072  0.12787
C  3.88516  -4.35792  0.93445
H  3.94510  -5.84611  3.89661
H  5.22230  -5.67867  2.75671
H  1.69234  -4.94578  3.46264
H  0.26164  -3.71605  1.89943
H  3.34406  -3.29992  -0.83194
H  4.90571  -4.51713  0.61327
C  -0.61059  1.57321  3.96540
C  0.88648  1.83293  3.93218
C  1.19086  3.30850  4.12925
C  1.61878  0.98056  4.94877
O  1.39624  1.42618  2.62979
Si  1.21946  1.75249  1.08986
S  1.60827  -0.44019  0.43306
O  -0.23874  2.17404  0.58211
C  -0.72688  3.35876  -0.13804
C  -2.23562  3.24055  -0.15095
C  -0.15974  3.34056  -1.55014
C  -0.28720  4.60655  0.61288
O  2.39967  2.50205  0.33791
C  3.83186  2.75571  0.50064
C  4.38921  1.94107  1.65675
C  4.47747  2.35911  -0.81290
C  3.97531  4.24254  0.76760
H  -1.01828  1.85778  4.93549
H  -0.80956  0.51244  3.79786
H  -1.11522  2.15619  3.19148
H  0.82273  3.63666  5.10159
H  0.70430  3.91045  3.35803
H  2.26630  3.49000  4.09371
H  1.29098  1.23737  5.95616
H  2.69420  1.14780  4.87991
H  1.41967  -0.07736  4.77148
H  -2.54986  2.39457  -0.76152
H  -2.67227  4.14776  -0.57038
H  -2.62007  3.10714  0.86175
H  -0.39039  2.39031  -2.03840
H  0.92331  3.46473  -1.52771
H  -0.59550  4.15087  -2.13517
H  -0.76645  4.65828  1.59242
H  -0.56325  5.49697  0.04817
H  0.79740  4.61210  0.74555
H  4.17293  0.87805  1.52184
H  3.95324  2.25982  2.60412
H  5.46912  2.07496  1.71082
H  4.35638  1.28807  -0.98722
H  5.54112  2.59596  -0.79577
H  4.01264  2.89954  -1.63819
H  3.42266  4.52291  1.66666
H  3.59241  4.82418  -0.07201
H  5.02588  4.49349  0.91566

Results
* total charge: +2
* HOMO: -13.470 eV